[1]
{
  "formula": "C30H75In2N5Na2O18P2",
  "method": "wB97M-V/def2-TZVPD",
  "de_lowest_kj_mol": 993.7,
  "total_charge": 2,
  "max_force_ev_per_a": 3.989,
  "lumo_energy_ev": -9.8,
  "elements": ["In", "In", "Na", "Na", "P", "O", "O", "O", "O", "P", "O", "O", "O", "O", "C", "O", "C", "C", "N", "C", "C", "O", "C", "H", "H", "H", "H", "H", "H", "H", "H", "H", "H", "H", "H", "H", "H", "H", "C", "O", "C", "C", "N", "C", "C", "O", "C", "H", "H", "H", "H", "H", "H", "H", "H", "H", "H", "H", "H", "H", "H", "H", "C", "O", "C", "C", "N", "C", "C", "O", "C", "H", "H", "H", "H", "H", "H", "H", "H", "H", "H", "H", "H", "H", "H", "H", "C", "O", "C", "C", "N", "C", "C", "O", "C", "H", "H", "H", "H", "H", "H", "H", "H", "H", "H", "H", "H", "H", "H", "H", "C", "O", "C", "C", "N", "C", "C", "O", "C", "H", "H", "H", "H", "H", "H", "H", "H", "H", "H", "H", "H", "H", "H", "H"],
  "xyz": [[4.579, 2.078, 3.056], [0.459, 1.974, -1.754], [4.328, -2.774, 0.520], [2.696, -2.710, 4.798], [3.505, 4.778, -0.308], [4.729, 5.547, 0.281], [4.073, 3.332, -0.570], [2.790, 5.176, -1.622], [2.436, 4.318, 0.730], [1.199, -1.175, 1.676], [-0.066, -0.878, 0.811], [2.254, -0.491, 0.647], [1.591, -2.641, 1.897], [1.354, -0.371, 2.976], [-3.592, 0.723, -2.636], [-2.475, 0.786, -3.546], [-2.393, -0.208, -4.444], [-1.983, -1.554, -3.957], [-0.558, -1.564, -3.541], [0.349, -1.756, -4.708], [1.775, -1.596, -4.282], [2.084, -0.186, -4.087], [3.465, 0.219, -3.970], [-3.186, 0.215, -1.761], [-4.437, 0.149, -3.015], [-3.858, 1.741, -2.350], [-1.641, 0.200, -5.119], [-3.395, -0.259, -4.870], [-2.088, -2.202, -4.827], [-2.703, -1.847, -3.193], [-0.347, -2.340, -2.930], [0.187, -1.199, -5.631], [0.270, -2.789, -5.046], [2.435, -2.046, -5.023], [2.004, -1.991, -3.292], [3.376, 1.272, -4.237], [4.070, -0.304, -4.712], [3.887, 0.009, -2.987], [1.018, 3.547, -6.167], [-0.031, 3.955, -5.337], [-0.303, 5.387, -5.334], [-1.381, 5.777, -4.342], [-1.010, 5.586, -2.975], [-1.881, 6.212, -2.024], [-1.669, 5.744, -0.594], [-1.999, 4.345, -0.524], [-2.027, 3.558, 0.738], [0.933, 3.795, -7.225], [1.111, 2.468, -6.045], [1.948, 3.934, -5.750], [-0.418, 5.658, -6.384], [0.550, 5.967, -4.982], [-2.408, 5.474, -4.545], [-1.486, 6.862, -4.369], [-0.020, 5.708, -2.814], [-2.949, 6.071, -2.191], [-1.716, 7.276, -2.196], [-2.367, 6.316, 0.018], [-0.813, 6.225, -0.120], [-2.830, 2.823, 0.694], [-2.351, 4.269, 1.498], [-1.099, 3.187, 1.174], [3.421, 4.078, 7.065], [2.422, 3.591, 6.139], [1.436, 4.488, 5.655], [1.667, 5.985, 5.268], [2.848, 5.916, 4.454], [3.558, 7.248, 4.437], [2.921, 8.350, 3.464], [1.897, 8.986, 4.209], [1.056, 9.965, 3.616], [3.990, 3.156, 7.182], [2.957, 4.244, 8.037], [4.056, 4.896, 6.727], [0.878, 4.313, 6.575], [0.933, 4.037, 4.799], [1.964, 6.442, 6.212], [0.910, 6.611, 4.796], [2.548, 5.690, 3.517], [4.590, 7.166, 4.096], [3.713, 7.622, 5.450], [2.484, 7.903, 2.571], [3.807, 8.935, 3.218], [0.628, 9.413, 2.779], [1.602, 10.840, 3.262], [0.267, 10.360, 4.256], [-3.938, -9.158, 2.557], [-3.426, -7.900, 2.903], [-2.530, -7.850, 4.056], [-1.828, -6.526, 4.310], [-2.837, -5.425, 4.549], [-2.575, -4.285, 3.627], [-3.604, -3.202, 3.531], [-4.806, -3.812, 3.025], [-5.258, -3.146, 1.864], [-4.495, -9.479, 3.438], [-3.152, -9.838, 2.229], [-4.564, -9.161, 1.664], [-1.759, -8.604, 3.900], [-2.967, -8.244, 4.973], [-1.349, -6.356, 3.346], [-0.985, -6.580, 4.998], [-3.766, -5.762, 4.338], [-2.446, -4.694, 2.625], [-1.633, -3.792, 3.871], [-3.325, -2.186, 3.249], [-3.977, -2.994, 4.534], [-5.610, -2.175, 2.214], [-6.005, -3.715, 1.311], [-4.451, -2.918, 1.167], [4.924, -5.086, -3.032], [3.965, -5.042, -1.974], [2.947, -6.027, -2.313], [1.979, -6.088, -1.122], [0.897, -5.046, -1.135], [-0.517, -5.622, -1.127], [-0.985, -6.345, -2.413], [-2.430, -6.198, -2.612], [-3.166, -6.560, -1.543], [5.691, -4.315, -2.964], [4.462, -4.908, -4.004], [5.451, -6.040, -3.017], [3.344, -7.034, -2.446], [2.440, -5.810, -3.254], [2.464, -6.077, -0.146], [1.603, -7.108, -1.204], [0.972, -4.482, -0.301], [-1.144, -4.736, -1.018], [-0.723, -6.202, -0.227], [-0.832, -7.420, -2.322], [-0.423, -6.040, -3.295], [-3.100, -5.843, -0.725], [-2.838, -7.559, -1.257], [-4.225, -6.626, -1.792]]
}

[2]
{
  "formula": "C30H75N4O10",
  "method": "wB97M-V/def2-TZVPD",
  "total_charge": 1,
  "max_force_ev_per_a": 7.975,
  "lumo_energy_ev": -4.2,
  "elements": ["C", "O", "C", "C", "C", "C", "C", "C", "N", "N", "N", "C", "O", "C", "C", "C", "C", "C", "C", "N", "C", "C", "O", "H", "H", "H", "H", "H", "H", "H", "H", "H", "H", "H", "H", "H", "H", "H", "H", "H", "H", "H", "H", "H", "H", "H", "H", "H", "H", "H", "H", "H", "H", "H", "H", "H", "C", "C", "O", "H", "H", "H", "H", "H", "H", "C", "C", "O", "H", "H", "H", "H", "H", "H", "C", "C", "O", "H", "H", "H", "H", "H", "H", "C", "C", "O", "H", "H", "H", "H", "H", "H", "C", "C", "O", "H", "H", "H", "H", "H", "H", "C", "C", "O", "H", "H", "H", "H", "H", "H", "C", "C", "O", "H", "H", "H", "H", "H", "H"],
  "xyz": [[-0.255, -1.020, 5.805], [1.105, -0.720, 5.295], [1.586, -1.865, 4.457], [1.981, -1.282, 2.971], [3.627, -1.367, 2.858], [4.075, -2.923, 2.552], [3.538, -3.477, 1.071], [4.215, -2.515, -0.067], [3.244, -1.697, -0.889], [2.056, -2.343, -1.288], [1.391, -1.366, -2.010], [2.116, -0.027, -2.182], [1.655, 1.175, -2.875], [2.648, 1.750, -3.784], [2.997, 0.861, -5.115], [4.188, -0.285, -4.857], [1.680, 0.247, -5.899], [0.542, 1.426, -6.210], [1.054, -1.108, -5.225], [3.342, -0.373, -1.375], [4.506, 0.554, -1.109], [4.100, 1.940, -0.297], [5.100, 3.023, -0.554], [-0.769, 0.019, 6.031], [-0.117, -1.689, 6.774], [-0.939, -1.568, 4.995], [0.811, -2.743, 4.407], [2.554, -2.273, 4.986], [1.462, -1.950, 2.143], [1.671, -0.156, 2.846], [4.077, -0.612, 2.055], [4.102, -1.066, 3.887], [3.701, -3.684, 3.360], [5.260, -3.008, 2.541], [4.002, -4.565, 0.910], [2.374, -3.579, 1.019], [4.795, -3.215, -0.841], [5.049, -1.876, 0.481], [2.173, 2.770, -4.189], [3.667, 2.058, -3.295], [3.495, 1.620, -5.892], [5.149, 0.239, -4.380], [3.851, -1.106, -4.095], [4.547, -0.780, -5.857], [2.076, -0.074, -6.978], [1.152, 2.419, -6.463], [0.020, 1.122, -7.235], [-0.214, 1.557, -5.325], [0.203, -0.799, -4.448], [1.843, -1.782, -4.671], [0.486, -1.752, -6.053], [5.013, 0.769, -2.166], [5.377, 0.061, -0.460], [4.239, 1.673, 0.858], [2.996, 2.272, -0.498], [4.982, 3.386, -1.481], [-2.389, -2.117, -4.530], [-2.993, -1.068, -5.439], [-3.393, -1.661, -6.666], [-1.524, -2.589, -5.008], [-2.071, -1.676, -3.581], [-3.112, -2.914, -4.324], [-2.261, -0.285, -5.661], [-3.867, -0.601, -4.974], [-4.050, -2.348, -6.459], [-3.301, -5.010, 3.376], [-2.470, -4.615, 4.579], [-2.112, -3.244, 4.492], [-2.744, -4.836, 2.450], [-3.582, -6.066, 3.426], [-4.212, -4.405, 3.319], [-1.551, -5.206, 4.621], [-3.025, -4.774, 5.509], [-2.935, -2.727, 4.464], [-0.605, 5.786, -4.944], [0.484, 4.790, -4.602], [1.655, 5.075, -5.352], [-0.838, 5.751, -6.013], [-1.517, 5.577, -4.377], [-0.279, 6.808, -4.723], [0.162, 3.773, -4.845], [0.731, 4.829, -3.537], [1.937, 5.977, -5.124], [0.702, 5.019, 0.430], [0.097, 6.069, -0.480], [-0.303, 5.476, -1.706], [1.567, 4.548, -0.048], [1.019, 5.461, 1.378], [-0.021, 4.223, 0.636], [0.829, 6.851, -0.701], [-0.776, 6.536, -0.014], [-0.959, 4.789, -1.499], [-6.249, -8.528, 4.323], [-5.418, -8.132, 5.526], [-5.059, -6.761, 5.438], [-5.692, -8.353, 3.396], [-6.530, -9.583, 4.373], [-7.160, -7.923, 4.265], [-4.499, -8.724, 5.567], [-5.973, -8.292, 6.455], [-5.883, -6.244, 5.411], [-8.548, -2.597, 6.372], [-7.348, -3.436, 5.984], [-7.777, -4.634, 5.355], [-9.203, -3.153, 7.052], [-8.235, -1.671, 6.863], [-9.146, -2.344, 5.491], [-6.766, -3.705, 6.870], [-6.696, -2.891, 5.295], [-8.286, -4.384, 4.564], [3.258, 10.487, 0.420], [1.980, 9.848, -0.082], [1.747, 8.626, 0.603], [4.109, 9.815, 0.270], [3.454, 11.428, -0.101], [3.195, 10.686, 1.495], [2.055, 9.630, -1.151], [1.122, 10.508, 0.077], [1.674, 8.831, 1.551]]
}

Looking at total energy for the records above, in order, we have -4202.62937, -2158.69803 Ha.
Looking at orbital gap for the records above, in order, we have 0.066, 0.260 Eh.